Formula: C7H10N2OS
Source: the OMol25 dataset
Level of theory: ωB97M-V with the def2-TZVPD basis set

Geometry as XYZ:
```
21
C7H10N2OS (ωB97M-V with the def2-TZVPD basis set)
C 2.2178 -0.2505 -1.8193
C 2.4294 -1.5550 -1.4259
C 0.9199 0.3297 -1.6646
C 1.4273 -2.2397 -0.7076
C 0.1684 -0.3071 -0.7548
C -3.3206 0.1103 0.4248
C -0.0450 1.3870 2.1237
N 0.3750 -1.4866 -0.2423
N -1.2643 0.8260 1.9452
O -1.6964 2.1087 -0.2072
S -1.7671 0.7571 0.2894
H 2.9104 0.3251 -2.3541
H 3.3392 -1.9792 -1.9396
H 0.4997 1.1330 -2.2172
H 1.5113 -3.3018 -0.6334
H -3.8912 0.1954 -0.4888
H -3.4476 -0.7788 0.7962
H -0.1986 2.4798 1.8233
H 0.2557 1.3633 3.1820
H 0.8364 1.0303 1.5261
H -1.2595 -0.1472 2.3439
```

As for the energy: -23276.4418 eV. As for the spin multiplicity: 3. Its largest force on an atom is 0.1078 hartree/bohr. The value obtained for the gap between HOMO and LUMO (alpha / beta) is 6.858 / 7.146 eV. As for the lowest unoccupied orbital energy (alpha / beta): 0.6407 / -1.6014 eV.

Formula: C7H10N2P
Source: the OMol25 dataset
Level of theory: ωB97M-V with the def2-TZVPD basis set

Geometry as XYZ:
```
20
C7H10N2P (ωB97M-V with the def2-TZVPD basis set)
C 0.8318 -1.4707 0.3388
P 2.2476 -0.7365 0.8815
N 2.7946 0.3679 -0.2130
C 2.2161 1.4661 -0.6019
C 0.9542 1.7712 -0.1773
N -0.0133 0.9646 0.2338
C -1.3496 1.0850 0.6051
C -2.0059 -0.3164 0.5005
C -1.4584 -1.3599 -0.1182
C -0.0811 -1.5555 -0.8232
H 0.4010 -2.2176 1.0223
H 2.8257 2.0331 -1.3278
H 0.5970 2.8164 -0.2039
H 0.2804 -0.0620 0.3786
H -1.9516 1.8485 -0.0132
H -1.4289 1.5678 1.5493
H -3.0460 -0.4477 0.9086
H -1.9773 -2.3605 -0.0325
H 0.0869 -2.6349 -1.3177
H 0.0767 -0.7587 -1.5899
```

As for the energy: -19678.7524 eV. Its largest force on an atom is 0.1356 hartree/bohr. The value obtained for the gap between HOMO and LUMO is 7.135 eV. The net charge is +1. As for the lowest unoccupied orbital energy: -6.0548 eV.

> Which of these has the lowest largest force on an atom?

C7H10N2OS

> Which formula does entry 1 have?

C7H10N2OS

> What is the largest force on an atom in the second record?

0.1356 hartree/bohr

> largest force on an atom of number 1 (C7H10N2OS)?

0.1078 hartree/bohr